The following is a DFT calculation (ωB97M-V with the def2-TZVPD basis set) of a 9-piece molecular cluster, C46H75Cl2F9N8O4S overall at a distorted geometry.

Calculated values
- SMILES string: CCOCCOCC(=O)O[C@H](CCC(F)(F)C(F)(F)S(F)(F)(F)(F)F)/C(Cl)=C(/C)Cl.CCCC#N.CCCC#N.CCCC#N.CCCC#N.CCCC#N.CCCC#N.CCCC#N.CCCC#N
- LUMO level: -2.4 eV
- DFT total energy: -4753.3954 a.u.

Atoms and positions in Å:
C1 8.98 -4.34 -0.99
C2 8.93 -3.01 -1.99
O1 8.41 -3.43 -3.30
C3 8.73 -2.47 -4.37
C4 8.23 -0.93 -4.10
O2 6.87 -0.81 -3.55
C5 5.83 -0.89 -4.61
C6 4.94 -2.28 -4.34
O3 5.39 -3.07 -3.37
O4 3.79 -2.53 -5.22
C7 2.52 -2.57 -4.48
C8 2.37 -1.47 -3.28
C9 2.65 -2.05 -1.77
C10 3.40 -0.86 -0.85
F1 2.90 0.50 -1.16
F2 4.82 -0.87 -1.36
C11 3.50 -1.23 0.74
F3 3.68 -2.71 0.85
F4 4.78 -0.63 1.26
S1 2.06 -0.75 1.81
F5 0.91 -0.80 0.55
F6 2.33 0.93 1.68
F7 3.13 -0.76 3.17
F8 1.79 -2.44 2.10
F9 0.77 -0.40 2.89
C12 2.24 -4.13 -4.04
Cl1 3.48 -5.52 -4.38
C13 0.97 -4.59 -3.36
C14 0.77 -6.21 -2.98
Cl2 -0.44 -3.45 -2.97
H1 9.74 -5.15 -1.37
H2 9.32 -4.06 0.11
H3 7.92 -4.86 -0.89
H4 10.03 -2.59 -2.13
H5 8.22 -2.23 -1.44
H6 8.22 -2.87 -5.35
H7 9.91 -2.49 -4.51
H8 8.96 -0.47 -3.28
H9 8.33 -0.25 -5.06
H10 6.36 -1.07 -5.65
H11 5.16 0.07 -4.68
H12 1.67 -2.30 -5.28
H13 1.23 -1.12 -3.29
H14 2.98 -0.47 -3.53
H15 1.62 -2.39 -1.33
H16 3.36 -3.00 -1.74
H17 0.58 -6.82 -3.99
H18 1.71 -6.68 -2.48
H19 -0.15 -6.38 -2.28
C15 0.17 -4.66 -8.77
C16 -1.01 -3.88 -8.20
C17 -0.86 -2.37 -8.39
C18 0.38 -1.88 -7.68
N1 1.42 -1.47 -7.09
H20 1.11 -4.41 -8.26
H21 0.02 -5.74 -8.63
H22 0.30 -4.47 -9.84
H23 -1.10 -4.11 -7.13
H24 -1.93 -4.22 -8.69
H25 -1.74 -1.86 -7.98
H26 -0.79 -2.12 -9.46
C19 4.46 2.04 4.48
C20 3.22 2.29 5.34
C21 3.29 3.61 6.11
C22 4.49 3.59 7.04
N2 5.49 3.58 7.82
H27 5.37 1.96 5.08
H28 4.35 1.10 3.92
H29 4.60 2.85 3.75
H30 3.11 1.45 6.04
H31 2.34 2.29 4.69
H32 2.38 3.74 6.70
H33 3.38 4.45 5.42
C23 -4.84 0.67 -9.14
C24 -5.54 0.03 -10.34
C25 -5.00 -1.36 -10.67
C26 -3.52 -1.27 -11.01
N3 -2.30 -1.20 -11.30
H34 -3.77 0.82 -9.33
H35 -5.27 1.65 -8.93
H36 -4.94 0.04 -8.25
H37 -5.43 0.69 -11.21
H38 -6.61 -0.04 -10.13
H39 -5.54 -1.78 -11.52
H40 -5.14 -2.04 -9.82
C27 -2.45 -0.03 2.58
C28 -2.13 0.89 3.75
C29 -3.37 1.32 4.52
C30 -4.31 2.08 3.60
N4 -5.09 2.71 2.84
H41 -3.08 0.46 1.83
H42 -1.53 -0.34 2.07
H43 -2.96 -0.93 2.92
H44 -1.60 1.78 3.37
H45 -1.44 0.38 4.43
H46 -3.09 1.97 5.36
H47 -3.89 0.45 4.93
C31 -7.39 4.58 3.67
C32 -7.69 6.01 4.10
C33 -7.57 6.22 5.61
C34 -8.56 5.32 6.33
N5 -9.39 4.57 6.92
H48 -8.10 3.87 4.10
H49 -7.46 4.48 2.58
H50 -6.38 4.28 3.97
H51 -8.69 6.28 3.76
H52 -6.99 6.69 3.59
H53 -7.78 7.26 5.86
H54 -6.55 5.98 5.95
C35 1.68 -11.46 -5.90
C36 2.00 -10.54 -4.72
C37 0.75 -10.10 -3.95
C38 -0.19 -9.34 -4.87
N6 -0.97 -8.71 -5.64
H55 1.05 -10.96 -6.64
H56 2.60 -11.76 -6.40
H57 1.16 -12.36 -5.55
H58 2.53 -9.65 -5.10
H59 2.68 -11.05 -4.04
H60 1.04 -9.45 -3.11
H61 0.23 -10.97 -3.54
C39 -8.10 10.71 10.05
C40 -8.80 10.07 8.86
C41 -8.26 8.68 8.52
C42 -6.79 8.77 8.18
N7 -5.56 8.84 7.90
H62 -7.03 10.87 9.86
H63 -8.54 11.69 10.27
H64 -8.20 10.09 10.95
H65 -8.69 10.73 7.99
H66 -9.87 10.00 9.07
H67 -8.81 8.26 7.67
H68 -8.40 8.01 9.38
C43 -0.42 6.60 9.42
C44 0.03 5.64 10.52
C45 0.94 4.53 10.00
C46 0.21 3.70 8.96
N8 -0.40 3.02 8.09
H69 -1.01 6.09 8.66
H70 -1.05 7.39 9.84
H71 0.44 7.07 8.94
H72 -0.86 5.20 10.99
H73 0.55 6.20 11.29
H74 1.25 3.88 10.83
H75 1.85 4.95 9.55